{"formula": "C9H14", "method": "ωB97M-V/def2-TZVPD", "species": ["C", "C", "H", "H", "H", "H", "H", "H", "C", "C", "C", "C", "C", "C", "C", "H", "H", "H", "H", "H", "H", "H", "H"], "coordinates": [[-2.01003, 0.09186, 3.25158], [-0.97370, 1.18772, 3.12021], [-1.66172, -0.72381, 3.88282], [-2.94354, 0.46923, 3.67351], [-2.25023, -0.35597, 2.28376], [-0.85289, 1.80386, 4.01057], [0.01443, 0.82543, 2.83837], [-1.23739, 1.89818, 2.33233], [2.83530, -0.17584, -2.52406], [-1.14336, -0.49097, -0.96520], [-0.58074, -1.55197, -1.65478], [-0.39302, 0.65012, -0.70416], [0.69882, -1.42594, -2.18275], [0.89970, 0.74532, -1.19857], [1.45296, -0.28284, -1.95211], [-2.17929, -0.51480, -0.64217], [-1.13703, -2.45982, -1.84151], [-0.81853, 1.37686, -0.02656], [1.12672, -2.26409, -2.72663], [1.51009, 1.60946, -0.96469], [3.20415, 0.84975, -2.55537], [2.87445, -0.55278, -3.54305], [3.56486, -0.70896, -1.91154]], "lowdin_charge": [-0.1667, -0.1822, 0.0612, 0.0633, 0.0516, 0.0600, 0.0621, 0.0496, -0.0591, -0.1037, -0.0884, -0.0872, -0.0583, -0.0526, -0.2885, 0.0983, 0.0996, 0.0878, 0.1121, 0.1087, 0.0732, 0.0769, 0.0821], "e_above_lowest_ev": 0.148, "fmax_ev_per_a": 0.80, "smiles": "Cc1ccccc1.CC", "e_homo_ev": -9.0, "gap_ev": 10.09}

---

{"formula": "C33H25MnN4O4", "method": "ωB97M-V/def2-TZVPD", "species": ["Mn", "C", "O", "C", "N", "C", "C", "C", "C", "C", "C", "C", "C", "C", "C", "C", "C", "N", "C", "N", "C", "C", "O", "C", "C", "C", "C", "C", "C", "H", "H", "H", "H", "H", "H", "H", "H", "H", "H", "H", "H", "H", "H", "H", "H", "H", "H", "H", "O", "C", "O", "C", "C", "C", "C", "C", "C", "C", "C", "C", "N", "H", "H", "H", "H", "H", "H"], "coordinates": [[0.07014, 0.53025, -0.25089], [-3.41242, 1.51278, 2.15517], [-2.32160, 0.96003, 2.99215], [-1.39861, 0.58100, 2.16229], [-1.56102, 0.84092, 0.90686], [-2.74820, 1.71342, 0.77740], [-3.60181, 1.37790, -0.41420], [-4.28089, 2.40554, -1.06114], [-5.08305, 2.12774, -2.15802], [-5.20227, 0.82392, -2.61998], [-4.52418, -0.20287, -1.97747], [-3.72801, 0.07215, -0.87514], [-0.15826, -0.09823, 2.57938], [0.26857, -0.47614, 3.83883], [1.51927, -1.08506, 3.93691], [2.30031, -1.31669, 2.80555], [1.78961, -0.91232, 1.58589], [0.60226, -0.31973, 1.51063], [2.35344, -1.06060, 0.22849], [1.64979, -0.66677, -0.78455], [2.39785, -1.01375, -2.02009], [3.75065, -1.49704, -1.44396], [3.52017, -1.58466, 0.01393], [2.48757, 0.13653, -2.98883], [2.19931, -0.07439, -4.33175], [2.26497, 0.97951, -5.23217], [2.61478, 2.24724, -4.78937], [2.90964, 2.45961, -3.44803], [2.85192, 1.40598, -2.54907], [-3.74615, 2.42605, 2.63480], [-4.20124, 0.76277, 2.13966], [-2.37298, 2.73698, 0.67799], [-4.17812, 3.42713, -0.71283], [-5.61576, 2.92986, -2.65090], [-5.83099, 0.60753, -3.47312], [-4.62314, -1.22196, -2.32754], [-3.21819, -0.74256, -0.37084], [-0.34482, -0.29933, 4.71129], [1.88817, -1.38689, 4.90798], [3.26712, -1.79551, 2.87313], [1.86533, -1.83984, -2.49578], [4.55808, -0.78357, -1.58971], [4.04324, -2.48765, -1.77537], [1.91804, -1.06250, -4.67763], [2.04953, 0.80873, -6.27848], [2.67230, 3.06830, -5.49156], [3.19671, 3.44454, -3.10371], [3.07634, 1.58638, -1.50409], [-0.29762, 4.16978, -0.03844], [0.12025, 3.15153, -0.52606], [0.96299, 2.28703, -0.01813], [-0.44613, 2.66258, -1.85476], [-0.90150, 3.50674, -2.86507], [-1.40283, 2.93690, -4.00654], [-1.48021, 1.53218, -4.13517], [-1.99408, 0.89447, -5.28900], [-2.06379, -0.46778, -5.35178], [-1.62965, -1.25386, -4.26344], [-1.12453, -0.67033, -3.13477], [-1.03564, 0.73124, -3.05963], [-0.51724, 1.33979, -1.95181], [-0.84307, 4.57575, -2.71912], [-1.75275, 3.55719, -4.82277], [-2.33133, 1.50684, -6.11547], [-2.45635, -0.95441, -6.23384], [-1.69994, -2.33175, -4.32763], [-0.79559, -1.28076, -2.29895]], "mulliken_spin": [3.9372, 0.0014, 0.0130, 0.0267, -0.0292, 0.0210, 0.0053, 0.0001, 0.0015, -0.0002, 0.0071, 0.0046, 0.0176, -0.0057, 0.0107, -0.0033, 0.0513, -0.0626, 0.0373, -0.0600, -0.0077, -0.0044, 0.0117, 0.0108, 0.0037, -0.0005, 0.0005, -0.0020, 0.0090, 0.0007, 0.0003, -0.0054, -0.0003, 0.0001, 0.0000, -0.0003, -0.0063, -0.0002, -0.0003, -0.0003, -0.0007, 0.0011, 0.0003, 0.0001, 0.0000, 0.0002, -0.0004, 0.0012, 0.0207, 0.0153, 0.1212, 0.0422, -0.0073, 0.0188, -0.0289, 0.0064, -0.0030, 0.0212, -0.0070, 0.0215, -0.2544, 0.0003, -0.0017, -0.0003, 0.0002, 0.0006, 0.0500], "e_above_lowest_ev": 0.295, "multiplicity": 5, "s2": 6.054, "fmax_ev_per_a": 0.64, "charge": 2, "e_homo_ev": [-14.4, -14.4], "gap_ev": [6.64, 6.83]}

---

{"formula": "C13H44N6O9", "method": "ωB97M-V/def2-TZVPD", "species": ["C", "O", "H", "H", "H", "H", "C", "O", "H", "H", "H", "H", "C", "O", "N", "N", "H", "H", "H", "H", "C", "O", "N", "N", "H", "H", "H", "H", "C", "O", "N", "N", "H", "H", "H", "H", "C", "C", "O", "H", "H", "H", "H", "H", "H", "C", "C", "O", "H", "H", "H", "H", "H", "H", "C", "C", "O", "H", "H", "H", "H", "H", "H", "C", "C", "O", "H", "H", "H", "H", "H", "H"], "coordinates": [[-0.43558, 0.42677, -4.09341], [-1.27189, -0.17002, -3.11002], [0.15125, -0.40321, -4.50240], [-1.00717, 0.90477, -4.88521], [0.32289, 1.10943, -3.69462], [-0.68823, -0.78509, -2.64213], [-1.97949, 6.15217, -1.28944], [-1.59068, 5.12796, -2.21316], [-2.31064, 7.06556, -1.77125], [-2.70033, 5.73759, -0.58039], [-1.12188, 6.38703, -0.64849], [-1.23468, 4.43804, -1.64435], [0.04020, 0.22367, -0.04935], [0.40247, -0.71941, -0.76436], [-0.53305, 1.31248, -0.58160], [0.35730, 0.38022, 1.26357], [-0.78074, 1.25688, -1.55374], [-0.67703, 2.08086, 0.05461], [0.39998, 1.29848, 1.66537], [0.78952, -0.39307, 1.74629], [-0.56443, 0.04102, 4.43919], [-0.74194, 1.19937, 4.82172], [0.68076, -0.50555, 4.47919], [-1.46723, -0.72741, 3.79503], [1.45181, 0.03207, 4.82777], [0.87697, -1.35547, 3.96173], [-2.35107, -0.30659, 3.57007], [-1.33671, -1.71089, 3.65321], [3.75525, -2.70748, -0.28620], [4.02898, -2.35754, 0.86645], [4.59177, -3.56760, -0.94607], [2.68889, -2.30539, -0.98691], [4.34193, -3.94417, -1.83995], [5.47218, -3.73529, -0.49553], [2.22065, -1.56906, -0.47600], [2.39831, -2.80158, -1.80501], [0.74860, 3.94420, 2.80739], [0.99077, 4.53355, 1.42193], [0.18705, 3.79634, 0.48497], [0.99880, 2.88150, 2.85781], [-0.28257, 3.95817, 3.15684], [1.45226, 4.39271, 3.51106], [2.04639, 4.39534, 1.16298], [0.90905, 5.62435, 1.44468], [0.81262, 3.72144, -0.24521], [3.04106, -3.12155, 4.05531], [1.79094, -3.35766, 3.24481], [1.35207, -2.26386, 2.42471], [3.84076, -2.74153, 3.41488], [3.45929, -4.08040, 4.36533], [2.78384, -2.46947, 4.88838], [0.98096, -3.50059, 3.96475], [1.97712, -4.26542, 2.66708], [1.84281, -2.34415, 1.59475], [-4.33136, 0.92783, -4.23596], [-3.85791, 2.25024, -3.63233], [-3.30719, 1.99878, -2.31881], [-3.48698, 0.24127, -4.32552], [-4.82949, 1.10269, -5.18751], [-4.94382, 0.42318, -3.48609], [-4.66659, 2.97550, -3.59438], [-2.95583, 2.66092, -4.09606], [-2.76043, 1.20878, -2.39650], [-1.27362, -3.51414, -1.57003], [-0.17954, -4.41514, -0.98147], [0.27640, -5.37791, -1.89956], [-0.97093, -3.29200, -2.59348], [-1.38988, -2.60338, -0.98381], [-2.24005, -4.02111, -1.55600], [-0.50549, -4.88584, -0.04702], [0.61260, -3.75167, -0.63287], [-0.30007, -6.14050, -1.96969]], "lowdin_charge": [-0.1317, -0.1640, 0.0846, 0.0806, 0.0813, 0.0460, -0.1495, -0.1310, 0.0762, 0.0801, 0.0628, 0.0406, -0.6190, -0.0224, 0.1890, 0.2003, 0.0722, 0.0794, 0.0759, 0.0667, -0.6974, -0.0020, 0.1596, 0.1631, 0.1081, 0.0365, 0.1087, 0.0966, -0.6749, 0.0061, 0.1512, 0.1722, 0.0931, 0.1025, 0.0738, 0.1069, -0.0786, -0.2849, -0.1093, 0.0509, 0.0839, 0.0809, 0.1139, 0.1091, 0.0902, -0.0820, -0.3009, -0.1398, 0.0682, 0.0797, 0.0670, 0.1090, 0.1176, 0.0544, -0.0833, -0.2852, -0.1181, 0.0525, 0.0729, 0.0799, 0.1087, 0.1020, 0.0253, -0.0779, -0.3314, -0.0730, 0.0731, 0.0590, 0.0711, 0.1112, 0.0768, 0.0846], "e_above_lowest_ev": 1.988, "fmax_ev_per_a": 2.15, "smiles": "NC(N)=O.NC(N)=O.NC(N)=O.CCO.CCO.CCO.CCO.CO.CO", "e_homo_ev": -9.6, "gap_ev": 10.03}

---

{"formula": "C2H7N4S", "method": "ωB97M-V/def2-TZVPD", "species": ["C", "C", "N", "N", "N", "N", "S", "H", "H", "H", "H", "H", "H", "H"], "coordinates": [[0.55981, -0.84290, -0.01718], [-0.85962, -1.26088, -0.36126], [1.38815, -1.76835, 0.20809], [0.86444, 0.47074, -0.21293], [1.56178, 1.16887, 0.59130], [-1.65051, 1.22705, -0.22572], [-2.14032, -0.25269, 0.39878], [-0.96325, -1.21087, -1.44605], [-1.00538, -2.28964, -0.03245], [2.37099, -1.52447, 0.29955], [1.84440, 2.08977, 0.27166], [1.81524, 0.85388, 1.53089], [-2.09950, 2.01168, 0.23102], [-1.68622, 1.32779, -1.23570]], "lowdin_charge": [-0.4776, -0.4020, 0.2393, 0.1277, 0.2244, -0.3258, 0.8809, 0.0954, 0.0955, 0.0856, 0.1674, 0.1717, 0.0545, 0.0629], "e_above_lowest_ev": 2.583, "fmax_ev_per_a": 3.56, "smiles": "[H]/N=C(/CSN)N=[NH2+]", "charge": 1, "e_homo_ev": -12.4, "gap_ev": 5.75}

---

{"formula": "C2H6O2", "method": "ωB97M-V/def2-TZVPD", "species": ["C", "C", "O", "O", "H", "H", "H", "H", "H", "H"], "coordinates": [[-1.00252, 0.79543, -0.25023], [1.18771, -0.55683, 0.09468], [0.06553, 0.07448, 0.71624], [-1.92948, -0.14160, -0.07418], [-1.07403, -0.60217, 0.68138], [-0.54371, 0.85143, -1.25044], [-1.16288, 1.76481, 0.24163], [1.03258, -0.79912, -0.96164], [2.04694, 0.10699, 0.18254], [1.37985, -1.49341, 0.62001]], "lowdin_charge": [-0.2507, -0.0975, -0.2031, -0.1290, 0.1820, 0.1169, 0.1184, 0.0891, 0.0849, 0.0892], "e_above_lowest_ev": 2.604, "fmax_ev_per_a": 2.20, "e_homo_ev": -9.9, "gap_ev": 10.84}

---

{"formula": "C5H10O2P", "method": "ωB97M-V/def2-TZVPD", "species": ["C", "C", "C", "C", "C", "O", "O", "P", "H", "H", "H", "H", "H", "H", "H", "H", "H", "H"], "coordinates": [[-2.35973, -1.70342, -1.12647], [-1.78669, -1.64651, 0.00975], [1.93520, 1.51623, -0.13991], [-0.46380, 1.26820, 0.81621], [0.54304, 0.67862, -0.08019], [1.52845, -1.28631, 1.74208], [2.05992, -1.58824, -0.70773], [1.13872, -1.06279, 0.34170], [-3.47928, -1.86880, -1.26855], [-1.87608, -1.64026, -2.02973], [-2.02313, -2.02249, 1.02931], [2.12667, 1.49875, 0.89150], [2.78770, 0.92856, -0.73990], [1.78976, 2.40331, -0.66393], [-0.01397, 1.18973, 1.79658], [-1.33976, 0.56861, 0.65580], [-0.73074, 2.27881, 0.55353], [0.16372, 0.48800, -1.08005]], "lowdin_charge": [-0.2435, -0.1762, -0.0997, -0.1523, -0.5096, -0.3852, -0.4050, 0.5267, 0.0328, -0.0195, -0.0030, 0.0339, 0.1065, 0.0232, 0.0689, 0.0536, 0.0652, 0.0831], "e_above_lowest_ev": 3.211, "fmax_ev_per_a": 5.75, "charge": -1, "e_homo_ev": [-2.9, -2.9], "gap_ev": [6.83, 6.83]}